Record 1
{
  "formula": "C4H7NO2S",
  "method": "wB97M-V/def2-TZVPD",
  "elements": ["O", "C", "O", "C", "C", "S", "C", "N", "H", "H", "H", "H", "H", "H", "H"],
  "coordinates": [[-2.2347, -1.2970, -0.6246], [-1.5976, -0.2482, -0.3310], [-1.9953, 0.8754, -0.6987], [-0.4797, -0.2950, 0.6186], [0.6273, -1.3585, 0.1954], [1.9767, -0.5358, -0.6805], [1.1140, 1.0278, -0.5378], [0.2341, 0.9930, 0.5483], [-1.5171, 1.4547, -0.3844], [-0.8132, -0.7149, 1.4667], [1.0838, -1.8884, 1.2585], [0.2293, -2.2049, -0.6379], [0.6759, 1.3363, -1.2851], [2.0645, 1.8288, -0.4214], [0.6319, 1.0269, 1.5139]],
  "lowdin_charge": [0.06, -0.52, 0.28, -0.28, -0.44, 0.84, -0.52, -0.08, -0.03, 0.12, 0.14, 0.13, -0.02, 0.16, 0.15],
  "smiles": "O=C(O)[C@H]1CSCN1",
  "spin_multiplicity": 1,
  "e_above_lowest_ev": 4.397,
  "homo_lumo_gap_ev": 9.276,
  "charge": 0
}

***

Record 2
{
  "formula": "C6H12O3",
  "method": "wB97M-V/def2-TZVPD",
  "elements": ["C", "C", "O", "C", "O", "O", "C", "C", "C", "H", "H", "H", "H", "H", "H", "H", "H", "H", "H", "H", "H"],
  "coordinates": [[1.4339, 0.8476, -1.2421], [0.4504, 1.0005, -0.3065], [0.4824, 2.1020, 0.5805], [-0.9945, 0.5285, -0.5520], [-1.0777, -0.4663, -1.5348], [-1.8192, 1.6262, -0.8989], [-1.3064, -0.0842, 0.7928], [0.2371, -0.9102, 1.2525], [0.9547, -1.8783, 0.3352], [1.2424, 0.3285, -2.1743], [2.4711, 1.0784, -1.0338], [1.1908, 2.6861, 0.2706], [-1.8460, -0.3138, -2.1009], [-2.0130, 2.1153, -0.0865], [-1.4490, 0.6601, 1.5770], [-2.0781, -0.8515, 0.8066], [-0.3079, -1.5415, 1.9642], [0.9424, -0.4318, 1.9402], [0.3176, -2.2601, -0.4639], [1.9007, -1.4763, -0.0322], [1.2683, -2.7591, 0.9063]],
  "lowdin_charge": [0.07, -0.33, 0.02, -0.59, 0.04, 0.04, 0.00, -0.18, -0.13, 0.07, 0.07, 0.11, 0.12, 0.10, 0.11, 0.11, 0.08, 0.10, 0.07, 0.06, 0.07],
  "smiles": "C=C(O)C(O)(O)CCC",
  "spin_multiplicity": 1,
  "e_above_lowest_ev": 3.489,
  "homo_lumo_gap_ev": 9.429,
  "charge": 0
}

***

Record 3
{
  "formula": "C7H5N5O2",
  "method": "wB97M-V/def2-TZVPD",
  "elements": ["C", "C", "C", "C", "C", "C", "C", "N", "N", "N", "N", "N", "O", "O", "H", "H", "H", "H", "H"],
  "coordinates": [[-2.1895, 1.5188, 1.7817], [0.7413, 0.3191, 0.6335], [1.2878, -0.8362, 0.2256], [-0.3554, -2.1290, -1.0276], [-2.4815, -0.5519, 0.7205], [-0.4498, 0.9329, 0.0728], [-1.7969, 0.5452, 0.7964], [-2.7916, 2.3238, 3.6288], [-2.4148, 1.1881, 3.0163], [-2.4368, 2.8272, 1.5329], [-2.7302, 3.3036, 2.7505], [0.8518, -1.7861, -0.7458], [-1.5011, -1.7895, -0.6547], [-3.4471, -1.1741, 0.9502], [1.0222, 0.8388, 1.5610], [2.1763, -0.9974, 0.8402], [-0.1697, -2.8819, -1.7117], [-0.3942, 2.0769, 0.1096], [-0.6721, 0.6479, -0.9739]],
  "lowdin_charge": [-0.51, -0.17, -0.21, -0.49, -0.26, -0.19, -0.19, -0.18, -0.01, -0.03, -0.20, -0.01, -0.06, 0.09, 0.09, 0.06, 0.05, 0.11, 0.10],
  "spin_multiplicity": 1,
  "e_above_lowest_ev": 1.230,
  "homo_lumo_gap_ev": 6.799,
  "charge": -2
}

***

Record 4
{
  "formula": "C24H25N4O6PbS",
  "method": "wB97M-V/def2-TZVPD",
  "elements": ["Pb", "O", "C", "C", "N", "C", "C", "O", "O", "C", "C", "O", "O", "H", "H", "H", "H", "H", "H", "H", "H", "H", "N", "C", "C", "C", "C", "C", "C", "C", "C", "C", "C", "C", "C", "N", "C", "C", "C", "C", "N", "H", "H", "H", "H", "H", "H", "H", "H", "H", "H", "C", "S", "C", "O", "H", "H", "H", "H", "H", "H"],
  "coordinates": [[0.1651, -0.8004, 0.7589], [0.3464, -4.1795, 1.9468], [-0.2670, -3.6082, 3.0970], [0.6164, -2.5988, 3.8331], [0.2637, -1.2108, 3.5287], [-1.0089, -0.8220, 4.1365], [-2.0175, -0.0850, 3.2137], [-2.9522, 0.4687, 3.7894], [-1.8586, -0.1797, 1.9477], [1.3589, -0.3300, 3.9204], [2.6058, -0.4512, 3.0010], [3.6987, -0.2830, 3.5356], [2.3884, -0.6826, 1.7608], [0.8670, -3.4993, 1.5030], [-0.5053, -4.4524, 3.7458], [-1.2054, -3.1147, 2.8121], [1.6527, -2.7648, 3.5293], [0.5670, -2.7715, 4.9190], [-0.8606, -0.2051, 5.0270], [-1.5506, -1.7122, 4.4658], [1.6747, -0.5171, 4.9542], [1.0195, 0.7068, 3.8536], [2.5862, 6.2187, -6.8869], [2.3081, 5.4336, -6.0936], [1.9585, 4.4626, -5.1038], [2.9561, 3.8198, -4.3707], [2.6130, 2.8993, -3.3972], [1.2771, 2.6074, -3.1435], [0.2854, 3.2461, -3.8827], [0.6167, 4.1713, -4.8545], [0.8964, 1.6238, -2.0876], [0.5901, 0.3469, -2.5499], [0.5677, -0.0650, -3.9207], [0.1452, -1.3706, -3.9273], [-0.0629, -1.7183, -2.5687], [0.2063, -0.7158, -1.7553], [0.8463, 2.1428, -0.7868], [1.0990, 3.5065, -0.4582], [0.8984, 3.6414, 0.8954], [0.5327, 2.3654, 1.3616], [0.5009, 1.4737, 0.3804], [3.9932, 4.0513, -4.5730], [3.3842, 2.4028, -2.8223], [-0.7522, 3.0115, -3.6819], [-0.1527, 4.6738, -5.4251], [0.8268, 0.5454, -4.7713], [-0.0104, -2.0101, -4.7815], [-0.3988, -2.6715, -2.1795], [1.3841, 4.2776, -1.1554], [1.0000, 4.5341, 1.4907], [0.2795, 2.0811, 2.3727], [-2.9080, -4.2370, -0.0600], [-2.9314, -2.4095, 0.1249], [-4.1357, -2.4075, 1.4866], [-3.6487, -1.9115, -1.0690], [-3.9027, -4.5736, -0.3484], [-2.5850, -4.6942, 0.8751], [-2.1935, -4.4747, -0.8463], [-5.0802, -2.8001, 1.1137], [-4.2385, -1.3734, 1.8121], [-3.7495, -3.0113, 2.3083]],
  "lowdin_charge": [1.47, -0.09, -0.24, -0.17, -0.24, -0.11, -0.68, 0.00, -0.25, -0.13, -0.69, 0.00, -0.21, 0.03, 0.12, 0.09, 0.13, 0.13, 0.12, 0.12, 0.12, 0.11, 0.14, -0.19, -0.24, -0.02, 0.00, -0.21, -0.01, -0.02, -0.05, -0.27, -0.03, -0.08, -0.17, -0.07, -0.24, -0.02, -0.07, -0.14, -0.06, 0.12, 0.13, 0.13, 0.12, 0.10, 0.09, 0.10, 0.11, 0.09, 0.10, -0.24, 0.74, -0.24, -0.54, 0.05, 0.04, 0.04, 0.05, 0.05, 0.05],
  "spin_multiplicity": 1,
  "e_above_lowest_ev": 0.829,
  "homo_lumo_gap_ev": 6.877,
  "charge": -1
}

***

Record 5
{
  "formula": "C27H28BiF6N4O6S3Te",
  "method": "wB97M-V/def2-TZVPD",
  "elements": ["Bi", "C", "N", "C", "C", "C", "N", "C", "C", "C", "C", "C", "C", "C", "O", "C", "C", "C", "N", "C", "C", "C", "C", "C", "C", "C", "O", "H", "H", "H", "H", "H", "H", "H", "H", "H", "H", "H", "H", "H", "H", "H", "H", "H", "H", "H", "H", "H", "H", "H", "H", "H", "F", "C", "F", "F", "S", "O", "O", "N", "S", "O", "O", "C", "F", "F", "F", "Te", "C", "C", "C", "C", "S", "H", "H", "H"],
  "coordinates": [[0.0584, -0.3684, 0.2853], [1.9344, 0.4889, 2.7042], [2.3063, 0.7363, 1.2958], [3.6317, 0.1587, 1.0416], [3.9795, -0.1453, -0.4115], [3.1298, -1.2287, -1.0651], [1.7680, -0.8180, -1.4002], [1.4830, -0.6861, -2.6397], [0.1788, -0.4171, -3.2055], [0.1042, 0.1614, -4.4818], [-1.1030, 0.3401, -5.1115], [-2.2681, -0.1084, -4.4670], [-2.2218, -0.7033, -3.2315], [-0.9934, -0.8622, -2.5483], [-0.9531, -1.4528, -1.3884], [2.2653, 2.2052, 1.1185], [2.6452, 2.8083, -0.2330], [1.7932, 2.3511, -1.4307], [0.4768, 1.9845, -0.9574], [-0.4694, 2.8271, -1.1479], [-1.6925, 2.9241, -0.3958], [-2.7454, 3.6846, -0.9381], [-3.8558, 4.0058, -0.2040], [-3.8911, 3.6137, 1.1489], [-2.8706, 2.9029, 1.7150], [-1.7541, 2.4490, 0.9519], [-0.8485, 1.7189, 1.4921], [2.6374, 0.9953, 3.3791], [1.9432, -0.5824, 2.9036], [0.9289, 0.8712, 2.8859], [3.6845, -0.7806, 1.5972], [4.3960, 0.8331, 1.4592], [5.0082, -0.5182, -0.4128], [3.9724, 0.7554, -1.0220], [3.0593, -2.0749, -0.3850], [3.6301, -1.5795, -1.9745], [2.2959, -0.8181, -3.3642], [1.0220, 0.4930, -4.9572], [-1.1567, 0.8099, -6.0838], [-3.2264, 0.0126, -4.9581], [-3.1163, -1.0359, -2.7230], [2.9191, 2.6579, 1.8805], [1.2366, 2.4908, 1.3431], [3.7040, 2.6657, -0.4615], [2.5002, 3.8835, -0.0908], [2.2589, 1.4926, -1.9069], [1.7477, 3.1571, -2.1759], [-0.3037, 3.6319, -1.8809], [-2.6656, 4.0065, -1.9724], [-4.6769, 4.5550, -0.6434], [-4.7490, 3.8786, 1.7565], [-2.9138, 2.5843, 2.7471], [-5.0387, -2.1754, -0.5813], [-5.3127, -1.4901, 0.5285], [-6.2301, -0.5613, 0.2319], [-5.8398, -2.3237, 1.4219], [-3.8123, -0.6473, 1.1758], [-3.2283, -0.0353, 0.0145], [-4.2794, 0.1918, 2.2448], [-2.9949, -1.9159, 1.6585], [-2.2027, -1.9594, 3.0092], [-1.1042, -1.0189, 3.0117], [-1.9293, -3.3200, 3.3610], [-3.3214, -1.4204, 4.4216], [-4.6052, -1.6157, 4.1343], [-3.0280, -2.1798, 5.4858], [-3.1184, -0.1551, 4.7700], [0.7009, -3.0647, 1.4321], [2.4146, -3.9524, 0.6439], [3.6880, -3.9310, 1.1517], [4.6019, -4.7451, 0.4239], [4.0085, -5.3794, -0.6273], [2.3483, -4.9842, -0.7211], [3.9554, -3.3533, 2.0248], [5.6477, -4.8531, 0.6751], [4.4563, -6.0658, -1.3270]],
  "lowdin_charge": [1.77, -0.13, -0.28, -0.19, -0.15, -0.21, -0.09, -0.12, -0.17, -0.06, -0.11, -0.08, 0.00, -0.39, -0.32, -0.21, -0.15, -0.23, -0.05, -0.11, -0.16, -0.07, -0.12, -0.09, -0.03, -0.41, -0.25, 0.09, 0.04, 0.07, 0.11, 0.13, 0.12, 0.08, 0.05, 0.12, 0.14, 0.11, 0.09, 0.10, 0.11, 0.12, 0.10, 0.10, 0.11, 0.07, 0.11, 0.13, 0.10, 0.08, 0.10, 0.11, 0.13, -0.68, 0.13, 0.14, 0.58, -0.29, -0.27, -0.28, 0.49, -0.43, -0.34, -0.66, 0.13, 0.12, 0.13, 0.92, -1.09, -0.29, -0.21, -0.45, 0.92, 0.09, 0.09, 0.05],
  "spin_multiplicity": 1,
  "e_above_lowest_ev": 0.853,
  "homo_lumo_gap_ev": 6.699,
  "charge": -1
}

***

Record 6
{
  "formula": "C27H35F6IN2O8",
  "method": "wB97M-V/def2-TZVPD",
  "elements": ["C", "O", "C", "C", "C", "C", "C", "C", "C", "C", "C", "C", "C", "N", "C", "C", "C", "C", "C", "O", "I", "C", "O", "N", "C", "O", "H", "H", "H", "H", "H", "H", "H", "H", "H", "H", "H", "H", "H", "H", "H", "H", "H", "H", "H", "H", "H", "H", "H", "H", "H", "C", "C", "O", "C", "O", "C", "F", "F", "F", "H", "H", "H", "H", "H", "C", "C", "O", "C", "O", "C", "F", "F", "F", "H", "H", "H", "H", "H"],
  "coordinates": [[3.2602, 0.5323, 1.0029], [4.2481, 0.8022, -0.0480], [3.4552, 1.4206, -1.1173], [4.3248, 2.3538, -2.0873], [3.4457, 2.9611, -3.3183], [2.2764, 3.9121, -2.7757], [1.2292, 4.3829, -3.9385], [-0.1808, 3.7029, -3.5311], [-0.7704, 2.5727, -4.4500], [-2.1031, 1.8766, -4.0413], [-2.6497, 0.7040, -4.9752], [-1.5239, -0.4821, -4.9325], [-1.0805, -0.8305, -3.4181], [0.1602, -0.1119, -2.9603], [-2.8543, 2.2763, -2.7533], [-2.2396, 3.4218, -1.8977], [-0.9267, 4.1670, -2.2213], [-0.3684, 5.3006, -1.2498], [-1.3323, 6.5607, -1.0656], [-2.0717, 6.7898, -0.0941], [-1.3466, 8.0969, -2.6527], [-3.2616, 3.5356, -0.6861], [-3.2073, 4.1362, 0.4065], [-4.4578, 2.6969, -0.9793], [-4.1809, 1.7262, -2.0759], [-4.8070, 0.6882, -2.3823], [2.9212, 1.5048, 1.5137], [3.6303, -0.2258, 1.7712], [2.3351, 0.0696, 0.4937], [2.5958, 1.9732, -0.5914], [3.0376, 0.5492, -1.7410], [5.1998, 1.7792, -2.5684], [4.7624, 3.2288, -1.4759], [4.1704, 3.6451, -3.9082], [3.0967, 2.1234, -4.0095], [2.6760, 4.8448, -2.2423], [1.6902, 3.3244, -1.9700], [1.0768, 5.5129, -3.8188], [1.5590, 4.0783, -4.9844], [-0.2771, 2.2206, -5.4105], [-2.7607, 1.1264, -6.0433], [-3.6296, 0.2688, -4.5911], [-0.6310, -0.1302, -5.5712], [-1.9404, -1.4604, -5.3848], [-1.9516, -0.5533, -2.7170], [-0.8907, -1.9518, -3.3476], [0.6873, 0.2966, -3.7447], [-0.1669, 0.7050, -2.4145], [-0.1007, 4.7905, -0.2565], [0.6151, 5.7079, -1.6959], [-4.4170, 2.0622, -0.1484], [-0.2079, -3.6486, 2.8743], [0.9122, -4.3971, 2.1787], [0.6485, -4.5207, 0.7718], [0.9163, -3.4301, 0.0243], [1.3451, -2.3949, 0.4659], [0.6363, -3.7100, -1.4490], [-0.5522, -4.3212, -1.6450], [1.5715, -4.5177, -1.9952], [0.6144, -2.5923, -2.1958], [-1.1706, -4.1248, 2.6732], [-0.0432, -3.6232, 3.9523], [-0.2813, -2.6200, 2.5135], [0.9752, -5.4125, 2.5760], [1.8828, -3.9240, 2.3498], [0.2411, -4.7620, 9.5416], [-0.5092, -3.6832, 8.7849], [-0.7681, -4.0932, 7.4323], [-1.8091, -4.9346, 7.2606], [-2.5017, -5.3464, 8.1545], [-2.0005, -5.2521, 5.7810], [-0.8395, -5.5641, 5.1639], [-2.5224, -4.2055, 5.1060], [-2.8301, -6.2893, 5.5735], [1.1550, -5.0389, 9.0099], [0.5039, -4.4181, 10.5440], [-0.3587, -5.6700, 9.6361], [0.1054, -2.7824, 8.7267], [-1.4386, -3.4065, 9.2893]],
  "lowdin_charge": [-0.13, -0.23, -0.24, -0.16, -0.20, -0.21, -0.14, -0.08, 0.04, -0.11, -0.15, -0.17, -0.25, -0.01, 0.01, 0.03, -0.07, -0.15, -0.73, -0.04, 0.72, -0.32, 0.07, 0.12, -0.32, 0.06, 0.10, 0.10, 0.08, 0.11, 0.13, 0.12, 0.12, 0.12, 0.11, 0.12, 0.10, 0.10, 0.12, 0.11, 0.12, 0.11, 0.10, 0.11, 0.12, 0.09, 0.05, 0.06, 0.15, 0.09, 0.15, -0.07, -0.19, 0.03, -0.36, 0.16, -0.50, 0.15, 0.16, 0.11, 0.08, 0.07, 0.08, 0.13, 0.13, -0.06, -0.20, 0.02, -0.37, 0.17, -0.51, 0.14, 0.15, 0.16, 0.08, 0.08, 0.08, 0.13, 0.13],
  "smiles": "COCCCCCc1cc(CCCN)c2c(c1CC(=O)I)C(=O)NC2=O.CCOC(=O)C(F)(F)F.CCOC(=O)C(F)(F)F",
  "spin_multiplicity": 1,
  "homo_lumo_gap_ev": 7.862,
  "charge": 0
}

***

- Look up the charge of the third one.
  -2